C18H47ClN8O6P | wB97M-V/def2-TZVPD

The value obtained for the orbital gap is 5.894 eV. For the HOMO energy, the calculation gives -0.4015 Ha. The LUMO energy comes out at -5.03 eV. Its total energy is -2404.8274 hartree. The value obtained for the largest force on an atom is 0.77 eV/Å.

Structure (ORCA input):
```
! RIJCOSX wB97M-V def2-TZVPD def2/J DEFGRID3
* xyz 1 1
N 6.72063 4.43890 -2.43393
P 5.55893 3.51213 -2.60762
N 3.82518 4.30224 -2.93865
Cl 2.61109 3.88645 -1.77616
H 6.87362 5.43081 -2.44245
H 5.10451 2.72944 -1.53746
H 5.50430 2.65582 -3.71990
H 3.45423 4.05727 -3.86117
H 3.94149 5.31911 -2.90760
C -2.98353 2.11076 -2.02256
C -1.98531 3.23860 -1.92573
O -2.31298 4.38714 -1.68200
N -0.68206 2.90642 -2.11792
C -0.09052 1.60556 -2.35717
H -3.97123 2.51827 -1.83572
H -2.96949 1.66007 -3.01574
H -2.76447 1.33254 -1.28904
H -0.04491 3.68080 -2.06374
H 0.62211 1.33396 -1.58206
H 0.42269 1.56870 -3.32140
H -0.85276 0.83261 -2.36458
C 3.86688 -1.32415 -0.84023
C 2.36903 -1.22132 -0.66927
O 1.66526 -0.64439 -1.49955
N 1.81848 -1.79175 0.41429
C 2.45637 -2.56098 1.46059
H 4.12779 -0.82258 -1.76860
H 4.39873 -0.86132 -0.00634
H 4.17506 -2.36779 -0.91942
H 0.81256 -1.71701 0.47744
H 2.03485 -3.56702 1.49490
H 2.27951 -2.09256 2.43083
H 3.52630 -2.64374 1.29059
C 1.75001 -4.65384 -1.65245
C 2.79476 -4.47690 -2.72589
O 3.95751 -4.19989 -2.46259
N 2.40092 -4.63623 -4.01610
C 1.07991 -4.95842 -4.50836
H 2.22956 -4.50276 -0.69027
H 0.93412 -3.93628 -1.74814
H 1.32201 -5.65677 -1.67763
H 3.14424 -4.51499 -4.68551
H 1.07982 -5.89888 -5.06217
H 0.69895 -4.17389 -5.16507
H 0.39148 -5.05967 -3.67492
C -2.90000 -2.68247 -1.21063
C -1.94606 -2.60362 -0.04113
O -0.89746 -3.24048 -0.03147
N -2.29351 -1.81051 0.99944
C -3.49242 -1.00782 1.15883
H -2.46904 -3.35770 -1.94345
H -3.87484 -3.05992 -0.90093
H -3.04959 -1.70271 -1.66691
H -1.63204 -1.81490 1.76252
H -3.24667 0.04767 1.28982
H -4.07656 -1.31879 2.02401
H -4.12775 -1.10370 0.28390
C -6.45483 2.64001 2.85710
C -6.07368 1.68055 1.75478
O -6.09262 0.47023 1.91212
N -5.69440 2.21404 0.56334
C -5.56951 3.60391 0.17694
H -6.72538 2.05169 3.72825
H -5.62446 3.30058 3.10960
H -7.30170 3.26129 2.56373
H -5.46871 1.51466 -0.12651
H -6.21520 3.83445 -0.67255
H -4.53793 3.83641 -0.09360
H -5.85088 4.26760 0.98934
C 0.67820 0.18964 6.28774
C 1.30383 0.03322 4.92145
O 0.68546 -0.45131 3.98695
N 2.59044 0.44525 4.76609
C 3.46870 1.02377 5.75958
H -0.33700 -0.18958 6.22871
H 1.22859 -0.37356 7.04210
H 0.65502 1.23491 6.59804
H 2.94860 0.30660 3.83457
H 3.79296 2.02521 5.47059
H 4.35524 0.40666 5.91469
H 2.94954 1.10426 6.70943
*
```

These are the Mulliken partial charges, in e, on atoms 1 to 5: -0.52 0.45 -0.48 0.09 0.29

C30H42F2O24 | wB97M-V/def2-TZVPD

The value obtained for the orbital gap is 10.074 eV. For the HOMO energy, the calculation gives -0.3708 Ha. The LUMO energy comes out at -0.02 eV. Its total energy is -3173.9510 hartree. The value obtained for the largest force on an atom is 2.18 eV/Å. Its SMILES is O=C1OC[C@@H](F)O1.O=C1OC[C@@H](F)O1.C[C@H]1COC(=O)O1.C[C@H]1COC(=O)O1.C[C@H]1COC(=O)O1.C[C@H]1COC(=O)O1.C[C@H]1COC(=O)O1.C[C@H]1COC(=O)O1.

Structure (ORCA input):
```
! RIJCOSX wB97M-V def2-TZVPD def2/J DEFGRID3
* xyz 0 1
C 3.55856 0.78171 -3.59903
C 4.55327 0.81920 -4.75248
C 5.87937 0.05230 -4.52511
O 5.96488 -0.78549 -5.65317
C 4.94683 -0.58655 -6.48072
O 4.88420 -0.95847 -7.61620
O 3.98694 0.14050 -5.88591
H 3.33820 -0.22353 -3.23893
H 2.61849 1.20295 -3.95546
H 3.97436 1.35480 -2.76920
H 4.71438 1.85528 -5.05183
H 5.95142 -0.52518 -3.60111
H 6.67746 0.78986 -4.39796
C -4.16049 4.80211 -3.81080
C -3.87130 4.49923 -2.36793
C -4.86504 3.61575 -1.61239
O -4.37268 2.29823 -1.77797
C -3.02982 2.38854 -1.97048
O -2.22622 1.52293 -1.90309
O -2.71951 3.63579 -2.32712
H -3.27244 5.18477 -4.31232
H -4.88483 5.62379 -3.84681
H -4.58642 4.00495 -4.41834
H -3.62756 5.36877 -1.75971
H -5.89806 3.74794 -1.94012
H -4.94663 3.85270 -0.54735
C -4.31478 4.25884 2.38706
C -3.06277 3.40296 2.10310
C -2.23075 3.06297 3.31591
O -1.80408 1.72689 3.05685
C -2.61169 1.17723 2.14772
O -2.58475 0.01360 1.88550
O -3.44208 2.09099 1.62088
H -4.53979 4.90784 1.54882
H -4.21846 4.71921 3.36888
H -5.14683 3.56209 2.52083
H -2.50236 3.88341 1.29841
H -2.82065 3.06949 4.23630
H -1.35119 3.69257 3.43552
C 3.76070 -5.94591 0.20858
C 4.78134 -5.17881 1.01118
C 4.14376 -3.97836 1.74748
O 4.87741 -3.95358 2.98361
C 5.51811 -5.14931 3.13341
O 6.31999 -5.38729 3.98544
O 5.22147 -5.97370 2.12000
H 4.28374 -6.73713 -0.33423
H 3.31362 -5.29750 -0.54787
H 2.96105 -6.35857 0.82058
H 5.53126 -4.78800 0.31954
H 3.08578 -4.20225 1.87838
H 4.37408 -3.05726 1.22411
C 1.91807 1.68912 4.10771
C 2.45749 2.86973 3.32361
C 2.52590 2.63264 1.81329
O 1.71524 3.64913 1.27230
C 1.16241 4.39927 2.23229
O 0.38505 5.28563 2.02066
O 1.63404 4.03757 3.43455
H 1.88447 1.90094 5.18161
H 2.60868 0.84304 4.08256
H 0.90960 1.35813 3.85462
H 3.43722 3.09463 3.74674
H 2.03709 1.67164 1.62120
H 3.53921 2.47708 1.44616
C -0.03775 -1.83006 3.21896
C -0.61929 -3.22397 2.99740
C -1.63886 -3.45926 1.90449
O -1.25469 -4.76405 1.45760
C 0.00107 -5.02977 1.79244
O 0.68215 -5.89177 1.33977
O 0.40187 -4.20381 2.79231
H 0.67945 -1.84217 4.03401
H -0.88112 -1.18526 3.47759
H 0.36968 -1.42624 2.29044
H -1.08657 -3.47780 3.95759
H -1.54709 -2.79833 1.04039
H -2.66248 -3.40592 2.26398
C -0.59772 -0.54143 -0.73185
C 0.52632 0.45605 -1.02236
O 1.61550 -0.11259 -0.34718
C 1.42981 -1.45572 -0.29415
O 2.28804 -2.22989 -0.03728
O 0.14091 -1.73897 -0.49051
F 0.22443 1.67644 -0.49054
H -1.34456 -0.68630 -1.49991
H -1.12898 -0.22809 0.16767
H 0.70308 0.64257 -2.08184
C -5.35304 -1.93264 -2.93019
C -5.38782 -0.98852 -1.74446
O -4.41951 -1.58623 -0.87662
C -3.58550 -2.32371 -1.61642
O -2.57821 -2.84072 -1.23138
O -3.98189 -2.32723 -2.90547
F -6.57760 -0.97747 -1.08243
H -5.55211 -1.41821 -3.87097
H -5.99672 -2.81447 -2.91351
H -5.17476 0.03372 -2.05934
*
```

These are the Mulliken partial charges, in e, on atoms 1 to 5: -1.42 0.41 -0.40 -0.33 0.65